# C2H8N2O

2 unconnected molecules or ions with the total composition C2H8N2O (ωB97M-V/def2-TZVPD, the OMol25 dataset).

Positions of all 13 atoms, in Å:
C (-1.168, 1.903, 0.708)
C (0.112, -0.184, 0.497)
N (-0.516, 0.860, 0.021)
N (1.809, -2.488, -0.313)
O (-0.742, 0.818, -1.349)
H (-0.366, 2.793, 0.782)
H (-2.082, 2.142, 0.214)
H (-1.201, 1.584, 1.699)
H (1.685, -2.113, -1.285)
H (0.390, 0.011, 1.489)
H (2.695, -2.161, 0.064)
H (-0.050, 0.278, -1.773)
H (1.061, -1.963, 0.110)

* LUMO level: 0.67 eV
* calculated total energy: -7226.9792 eV
* multiplicity: 1
* HOMO: -0.314 Ha
* energy relative to the best compared isomer or geometry (same formula, charge and spin): 516.1 kJ/mol
* charge: 0
* gap between HOMO and LUMO: 9.2107 eV

---

# C31H27N5O2S5Yb

A molecular structure, C31H27N5O2S5Yb (ωB97M-V/def2-TZVPD, the OMol25 dataset).

Positions of all 71 atoms, in Å:
Yb (7.999, 8.115, 14.904)
S (4.821, 6.878, 13.777)
S (3.736, 5.805, 14.962)
S (4.358, 6.146, 16.953)
S (6.352, 6.372, 17.048)
N (8.277, 5.776, 13.905)
C (9.146, 5.385, 12.784)
C (10.450, 6.232, 12.677)
C (10.218, 7.775, 12.611)
O (10.583, 8.310, 11.520)
O (9.726, 8.366, 13.650)
H (8.687, 5.505, 14.792)
H (7.305, 5.492, 13.887)
H (8.560, 5.589, 11.872)
H (9.456, 4.338, 12.844)
H (10.894, 5.845, 11.745)
H (11.109, 5.947, 13.514)
N (12.974, 13.424, 22.552)
C (12.377, 12.925, 21.697)
C (11.566, 12.266, 20.737)
C (10.197, 12.338, 20.774)
C (9.441, 11.578, 19.888)
C (10.052, 10.868, 18.811)
C (11.500, 10.910, 18.770)
C (12.210, 11.517, 19.770)
C (9.241, 9.979, 17.948)
C (9.697, 8.586, 17.892)
C (10.409, 7.934, 18.967)
C (10.926, 6.740, 18.438)
C (10.437, 6.654, 17.140)
N (9.699, 7.734, 16.773)
C (8.036, 10.480, 17.403)
C (7.487, 11.823, 17.529)
C (6.239, 11.809, 16.921)
C (6.154, 10.545, 16.271)
N (7.171, 9.747, 16.569)
H (9.711, 12.902, 21.586)
H (8.382, 11.591, 20.035)
H (12.101, 10.530, 17.966)
H (13.289, 11.477, 19.867)
H (10.552, 8.363, 19.967)
H (11.520, 5.971, 18.908)
H (10.661, 5.899, 16.368)
H (7.924, 12.680, 18.038)
H (5.563, 12.667, 16.774)
H (5.388, 10.177, 15.624)
N (6.959, 9.413, 13.094)
S (7.422, 10.629, 12.106)
C (7.838, 10.012, 10.497)
C (8.135, 10.976, 9.564)
C (8.376, 10.609, 8.252)
C (8.173, 9.287, 7.810)
C (7.785, 8.365, 8.773)
C (7.661, 8.692, 10.155)
C (8.962, 11.292, 12.819)
C (8.831, 11.950, 14.036)
C (9.996, 12.246, 14.752)
C (11.249, 11.836, 14.277)
C (11.361, 11.416, 12.970)
C (10.203, 11.139, 12.245)
H (5.935, 9.367, 12.982)
H (8.173, 11.998, 9.937)
H (8.830, 11.353, 7.609)
H (8.419, 8.911, 6.838)
H (7.558, 7.327, 8.464)
H (7.497, 7.919, 10.892)
H (7.850, 12.302, 14.370)
H (9.870, 12.780, 15.694)
H (12.114, 11.975, 14.919)
H (12.308, 11.368, 12.439)
H (10.386, 10.680, 11.288)

* LUMO level (alpha / beta): 1.16 / 1.09 eV
* calculated total energy: -129839.2164 eV
* multiplicity: 2
* HOMO (alpha / beta): -0.122 / -0.118 Ha
* energy relative to the best compared isomer or geometry (same formula, charge and spin): 0.0 kJ/mol
* charge: -1
* gap between HOMO and LUMO (alpha / beta): 4.4718 / 4.3027 eV
* ⟨S²⟩: 0.758

---

# C44H116F3N10O12Pd

A molecular structure, C44H116F3N10O12Pd (ωB97M-V/def2-TZVPD, the OMol25 dataset).

Positions of all 186 atoms, in Å:
Pd (-4.265, -2.894, 5.252)
C (-1.606, -2.217, 0.168)
O (-1.805, -0.939, -0.383)
O (-2.061, -2.213, 1.532)
C (-2.159, -3.317, -0.671)
F (-1.816, -4.564, -0.171)
F (-3.486, -3.251, -0.787)
F (-1.552, -3.297, -1.810)
C (-0.762, -0.027, -0.403)
C (-1.278, 1.202, -1.104)
H (-0.463, 1.873, -1.374)
H (-1.794, 0.880, -2.009)
H (-2.023, 1.707, -0.489)
H (0.047, -0.341, -1.062)
H (-0.345, 0.288, 0.553)
H (-0.560, -2.521, 0.217)
C (3.942, 6.843, -0.652)
C (3.818, 6.043, 0.651)
C (2.379, 6.217, 1.225)
O (2.412, 5.629, 2.527)
C (1.141, 5.631, 3.163)
N (4.246, 4.680, 0.355)
H (4.860, 6.664, -1.211)
H (3.868, 7.912, -0.453)
H (3.154, 6.580, -1.358)
H (4.605, 6.428, 1.300)
H (1.649, 5.797, 0.533)
H (2.021, 7.242, 1.319)
H (0.514, 6.522, 3.134)
H (1.392, 5.367, 4.190)
H (0.404, 4.897, 2.836)
H (4.187, 4.436, 1.334)
H (3.517, 4.079, -0.002)
C (-0.907, 6.234, -5.730)
C (-1.430, 6.397, -7.096)
C (-2.237, 5.207, -7.594)
O (-1.411, 4.035, -7.885)
C (-1.545, 3.010, -6.927)
N (-2.370, 7.558, -7.082)
H (-1.722, 6.223, -5.007)
H (-0.191, 7.044, -5.587)
H (-0.316, 5.320, -5.787)
H (-0.637, 6.553, -7.826)
H (-2.930, 5.427, -8.406)
H (-2.873, 4.952, -6.747)
H (-1.276, 2.053, -7.376)
H (-2.623, 2.964, -6.776)
H (-0.990, 3.152, -5.999)
H (-2.125, 8.027, -7.942)
H (-3.309, 7.274, -7.322)
C (-2.260, 12.083, 3.727)
C (-1.773, 10.999, 2.660)
C (-2.920, 10.138, 2.066)
O (-2.553, 9.236, 1.042)
C (-3.652, 8.579, 0.449)
N (-1.086, 11.643, 1.564)
H (-2.265, 11.570, 4.688)
H (-3.195, 12.597, 3.502)
H (-1.578, 12.928, 3.821)
H (-1.120, 10.380, 3.275)
H (-3.710, 10.755, 1.639)
H (-3.439, 9.593, 2.855)
H (-3.269, 7.806, -0.218)
H (-4.244, 9.328, -0.078)
H (-4.247, 8.079, 1.213)
H (-1.719, 12.273, 1.093)
H (-1.157, 10.924, 0.858)
C (4.542, -9.421, 3.575)
C (3.920, -8.042, 3.378)
C (2.878, -8.130, 2.152)
O (3.605, -8.608, 1.040)
C (2.663, -9.039, 0.014)
N (3.182, -7.658, 4.558)
H (5.067, -9.888, 2.741)
H (3.817, -10.193, 3.837)
H (5.389, -9.385, 4.260)
H (4.692, -7.305, 3.158)
H (2.407, -7.173, 1.930)
H (2.107, -8.802, 2.530)
H (3.112, -9.794, -0.631)
H (2.478, -8.167, -0.615)
H (1.740, -9.391, 0.475)
H (2.427, -8.321, 4.656)
H (3.658, -7.761, 5.443)
C (-3.779, -8.856, 7.178)
C (-2.731, -8.645, 6.131)
C (-2.394, -9.871, 5.257)
O (-1.570, -10.625, 6.080)
C (-1.561, -12.005, 5.816)
N (-3.030, -7.543, 5.240)
H (-3.915, -8.102, 7.953)
H (-3.423, -9.688, 7.784)
H (-4.673, -9.124, 6.615)
H (-1.784, -8.355, 6.585)
H (-1.912, -9.641, 4.307)
H (-3.355, -10.319, 5.005)
H (-2.545, -12.456, 5.943)
H (-0.810, -12.507, 6.427)
H (-1.339, -12.290, 4.787)
H (-3.886, -7.712, 4.731)
H (-2.382, -7.478, 4.468)
C (2.100, -1.706, -10.309)
C (1.901, -3.055, -9.604)
C (2.168, -3.127, -8.110)
O (1.819, -4.457, -7.648)
C (2.390, -5.073, -6.494)
N (0.617, -3.620, -10.029)
H (2.480, -0.983, -9.588)
H (1.172, -1.309, -10.723)
H (2.674, -1.824, -11.228)
H (2.610, -3.752, -10.051)
H (1.540, -2.416, -7.573)
H (3.194, -2.793, -7.958)
H (3.442, -4.832, -6.649)
H (2.287, -6.157, -6.534)
H (1.880, -4.720, -5.598)
H (0.738, -4.061, -10.930)
H (0.595, -4.419, -9.411)
C (-0.618, -1.935, 9.592)
C (-1.649, -2.691, 8.797)
C (-3.034, -2.789, 9.443)
O (-4.142, -3.304, 8.567)
C (-5.189, -3.642, 9.382)
N (-1.766, -1.925, 7.559)
H (-0.892, -0.923, 9.891)
H (0.288, -1.897, 8.987)
H (-0.533, -2.384, 10.582)
H (-1.330, -3.685, 8.484)
H (-3.268, -1.773, 9.762)
H (-2.923, -3.463, 10.292)
H (-4.986, -3.911, 10.418)
H (-5.724, -4.485, 8.945)
H (-5.882, -2.803, 9.316)
H (-0.893, -2.033, 7.064)
H (-1.713, -0.962, 7.859)
C (-7.068, 1.288, -1.878)
C (-7.748, -0.070, -1.441)
C (-7.685, -1.133, -2.639)
O (-8.367, -0.527, -3.737)
C (-8.079, -1.139, -5.008)
N (-7.111, -0.595, -0.270)
H (-6.034, 1.232, -2.217)
H (-7.223, 2.021, -1.086)
H (-7.615, 1.657, -2.746)
H (-8.786, 0.121, -1.169)
H (-8.152, -2.060, -2.306)
H (-6.656, -1.294, -2.963)
H (-7.081, -1.517, -5.227)
H (-8.411, -0.392, -5.729)
H (-8.779, -1.962, -5.150)
H (-6.151, -0.309, -0.398)
H (-7.118, -1.604, -0.229)
C (4.255, -0.958, 4.081)
C (4.413, -2.116, 4.998)
C (5.196, -1.797, 6.353)
O (6.588, -1.581, 6.049)
C (7.432, -1.152, 7.129)
N (3.126, -2.596, 5.233)
H (3.808, -0.051, 4.487)
H (3.722, -1.160, 3.152)
H (5.249, -0.613, 3.796)
H (4.929, -2.938, 4.501)
H (5.208, -2.582, 7.109)
H (4.803, -0.863, 6.755)
H (8.452, -1.438, 6.874)
H (7.151, -1.637, 8.065)
H (7.418, -0.075, 7.293)
H (3.315, -3.559, 5.474)
H (2.622, -2.631, 4.358)
C (4.452, 4.003, -6.610)
C (4.501, 5.245, -7.465)
C (5.865, 5.930, -7.706)
O (5.554, 7.043, -8.512)
C (6.627, 7.865, -8.822)
N (4.131, 4.807, -8.836)
H (5.057, 4.121, -5.711)
H (4.773, 3.080, -7.093)
H (3.477, 3.844, -6.149)
H (3.771, 5.927, -7.029)
H (6.590, 5.236, -8.131)
H (6.432, 6.356, -6.879)
H (7.320, 8.281, -8.090)
H (6.186, 8.673, -9.405)
H (7.262, 7.340, -9.536)
H (3.311, 4.217, -8.802)
H (4.017, 5.592, -9.462)

* LUMO level (alpha / beta): -5.60 / -6.82 eV
* calculated total energy: -98589.6220 eV
* multiplicity: 3
* HOMO (alpha / beta): -0.364 / -0.364 Ha
* energy relative to the best compared isomer or geometry (same formula, charge and spin): 788.4 kJ/mol
* charge: +1
* gap between HOMO and LUMO (alpha / beta): 4.2989 / 3.0851 eV
* ⟨S²⟩: 2.005